# 1
Entry from the OMol25 dataset: a cluster of 6 separate species, C5H20ClO9 in total at a distorted geometry (ωB97M-V with the def2-TZVPD basis set).

```
35
Properties=species:S:1:pos:R:3
Cl -0.0512 -0.4626 0.7285
O -1.4150 -0.9986 0.6586
O 0.3597 -0.2465 2.1007
O 0.9118 -1.3239 0.1295
O -0.1294 0.7345 -0.0429
C -1.6355 2.1967 -0.0108
O -1.8018 3.5567 0.0364
H -0.5683 1.9753 -0.0183
H -2.1796 1.7716 0.8327
H -2.1345 1.8131 -0.9007
H -2.7504 3.6888 -0.0292
C 3.0270 0.1725 2.2843
O 2.1945 1.0446 1.5937
H 4.0784 0.2923 2.0229
H 2.9738 0.4601 3.3343
H 2.7285 -0.8383 2.0064
H 1.4302 0.5254 1.3329
C -1.8305 -3.4340 0.2820
O -2.6504 -2.4363 -0.4566
H -2.2729 -4.4302 0.2777
H -0.7909 -3.3999 -0.0438
H -1.8654 -3.2569 1.3570
H -2.3729 -1.5773 -0.1302
C -1.5468 0.3899 -1.8480
O -1.7672 -0.2329 -3.1297
H -1.3270 1.4492 -1.9810
H -2.5197 0.5131 -1.3722
H -0.8844 -0.1832 -1.1992
H -1.3524 0.3168 -3.7986
C 3.0839 0.2649 -0.6101
O 1.8368 0.8099 -1.1741
H 3.8042 1.0034 -0.2581
H 2.8086 -0.4641 0.1520
H 3.5723 -0.2669 -1.4267
H 1.0366 0.5729 -0.6996
```

Properties
Kohn-Sham gap, Ha: 0.340
Max |F|, Eh/bohr: 0.1127
Energy relative to the best compared isomer or geometry (same formula, charge and spin), kJ/mol: 892.5
LUMO energy, eV: 3.19
Net charge: -1
Electronic energy, eV: -36443.3980

Here are the natural (NBO) charges for atoms 1 to 8, given in e: 2.559 -0.852 -0.781 -0.826 -0.830 -0.271 -0.726 0.248

# 2
Entry from the OMol25 dataset: a cluster of 3 separate species, C3H6N2O in total at a distorted geometry (ωB97M-V with the def2-TZVPD basis set).

```
12
Properties=species:S:1:pos:R:3
O -1.3897 2.1726 1.1574
C -0.8069 1.2459 0.6405
N -1.1485 -0.1098 0.7255
C -0.2252 -0.8873 0.0946
C 0.6489 -0.0358 -0.5652
N 0.3323 1.2496 -0.1206
H -1.8151 -0.4358 1.4033
H 1.2764 -2.0258 -1.0103
H -0.1476 -1.9441 0.3221
H 1.6402 -1.2690 -0.5428
H 0.9503 -0.0868 -1.6026
H 0.7056 2.0963 -0.5132
```

Properties
Kohn-Sham gap, Ha: 0.326
Max |F|, Eh/bohr: 0.0811
Energy relative to the best compared isomer or geometry (same formula, charge and spin), kJ/mol: 331.2
LUMO energy, eV: 0.68
Net charge: 0
Electronic energy, eV: -8233.2659

Here are the natural (NBO) charges for atoms 1 to 8, given in e: -0.632 0.742 -0.593 -0.012 -0.212 -0.596 0.423 -0.116

# 3
Entry from the OMol25 dataset: a structure of composition C25H26N4O4S3Y at a distorted geometry (ωB97M-V with the def2-TZVPD basis set).

```
63
Properties=species:S:1:pos:R:3
Y -0.9579 -0.5597 0.9550
N -3.1070 -1.5118 2.2968
C -2.9353 -2.8116 3.0088
C -2.2266 -3.7905 2.0638
C -1.1155 -2.9743 1.4746
O -0.3334 -2.3920 2.2636
O -1.1474 -2.6221 0.2371
H -3.5902 -0.8566 2.9021
H -3.7546 -1.6620 1.5298
H -3.8858 -3.2180 3.3474
H -2.3026 -2.6400 3.8721
H -2.8875 -4.1500 1.2773
H -1.8369 -4.6342 2.6292
O -5.3259 -0.0626 0.0288
C -5.3352 1.2578 -0.2976
C -6.5856 1.8575 -0.3989
C -6.6844 3.1848 -0.7597
C -5.5408 3.9385 -1.0281
C -4.3014 3.3482 -0.9099
C -4.1678 2.0065 -0.5317
C -2.8159 1.4168 -0.3537
O -2.7057 0.1353 -0.0468
N -1.7999 2.2012 -0.4405
N -0.5418 1.6022 -0.1652
C 0.3747 2.3679 -0.6698
S 2.0918 2.0832 -0.5331
C 2.5469 3.1706 -1.9012
C 1.6357 4.3730 -1.8264
S -0.0617 3.7969 -1.5833
H -4.3996 -0.3520 -0.0703
H -7.4648 1.2541 -0.2052
H -7.6638 3.6406 -0.8431
H -5.6250 4.9771 -1.3237
H -3.4014 3.9199 -1.0977
H 2.4163 2.6223 -2.8321
H 3.5968 3.4295 -1.7744
H 1.6562 4.9424 -2.7541
H 1.9084 5.0265 -1.0009
N 1.2434 -0.4305 1.1675
S 2.0429 -1.7493 0.6651
C 2.2978 -1.5065 -1.0986
C 1.2212 -1.0178 -1.8294
C 1.3512 -0.8081 -3.1900
C 2.5550 -1.1015 -3.8212
C 3.6135 -1.6279 -3.0946
C 3.4897 -1.8368 -1.7261
C 3.6931 -1.6095 1.2958
C 4.5349 -0.5635 0.9324
C 5.7690 -0.4597 1.5499
C 6.1506 -1.3890 2.5153
C 5.3013 -2.4269 2.8683
C 4.0580 -2.5416 2.2578
H 1.8765 0.3602 1.1482
H 0.2644 -0.8298 -1.3682
H 0.5106 -0.4278 -3.7578
H 2.6604 -0.9348 -4.8862
H 4.5438 -1.8769 -3.5903
H 4.3207 -2.2409 -1.1614
H 4.2371 0.1478 0.1697
H 6.4395 0.3455 1.2760
H 7.1187 -1.2997 2.9932
H 5.6014 -3.1474 3.6184
H 3.3799 -3.3436 2.5273
```

Properties
Kohn-Sham gap, Ha: 0.287
Max |F|, Eh/bohr: 0.0245
Energy relative to the best compared isomer or geometry (same formula, charge and spin), kJ/mol: 107.1
LUMO energy, eV: -2.54
Net charge: +1
Electronic energy, eV: -74044.5245

Here are the natural (NBO) charges for atoms 1 to 8, given in e: 2.171 -0.886 -0.202 -0.519 0.773 -0.731 -0.777 0.397

# 4
Entry from the OMol25 dataset: an isolated molecule of C3H6N2O4 at a distorted geometry (ωB97M-V with the def2-TZVPD basis set).

```
15
Properties=species:S:1:pos:R:3
C 1.2758 -0.5812 0.4073
C 0.0659 0.1907 0.0125
C -1.3752 -1.0054 -0.2322
N 0.3266 0.9559 -1.2548
O 1.4137 1.4638 -1.3525
O -0.5369 1.0369 -2.0633
N -0.3534 1.1784 0.9882
O -0.2261 0.8645 2.1128
O -0.8589 2.2208 0.6012
H 1.8894 -0.0008 1.0581
H 0.8831 -1.4921 0.9941
H 1.8950 -1.0546 -0.3796
H -0.7996 -1.9621 0.1201
H -2.1588 -0.8557 0.3931
H -1.4406 -0.9589 -1.4052
```

Properties
SMILES string: CC(C)([N+](=O)[O-])[N+](=O)[O-]
Kohn-Sham gap, Ha: 0.407
Max |F|, Eh/bohr: 0.1521
Energy relative to the best compared isomer or geometry (same formula, charge and spin), kJ/mol: 871.1
LUMO energy, eV: -0.35
Net charge: 0
Electronic energy, eV: -14370.9970

Here are the natural (NBO) charges for atoms 1 to 8, given in e: -0.662 0.159 -0.522 0.519 -0.364 -0.335 0.508 -0.345

# 5
Entry from the OMol25 dataset: an isolated molecule of C2N2OS at a distorted geometry (ωB97M-V with the def2-TZVPD basis set).

```
6
Properties=species:S:1:pos:R:3
C 1.1530 -0.3672 -0.2687
C -1.1576 -0.3268 0.7852
N 2.1511 -0.5717 0.2505
N -1.5730 -0.3296 1.8440
O -0.2484 1.4939 -1.4427
S -0.3250 0.1015 -1.1683
```

Properties
Kohn-Sham gap, Ha: 0.374
Max |F|, Eh/bohr: 0.0861
Energy relative to the best compared isomer or geometry (same formula, charge and spin), kJ/mol: 167.0
LUMO energy, eV: -2.03
Net charge: 0
Electronic energy, eV: -17932.6599

So, what does the natural (NBO) scheme give us? The charges, in e, come out as: -0.071 0.001 -0.193 -0.334 -0.800 1.397

# 6
Entry from the OMol25 dataset: an isolated molecule of C5H6O2 at a distorted geometry (ωB97M-V with the def2-TZVPD basis set).

```
13
Properties=species:S:1:pos:R:3
O -0.3348 -1.6458 -1.5033
C -0.3223 -0.9002 -0.4316
C -0.9154 0.5025 -0.1878
C 0.2221 1.4229 -0.3607
O 1.2702 0.5637 0.1606
C 0.5999 -0.4672 0.8175
C -0.5957 0.1546 1.3507
H -1.8986 1.0276 -0.5105
H 0.2598 2.3193 0.2016
H 0.4324 1.6839 -1.4121
H 1.2875 -1.1423 1.4097
H -0.2350 1.0977 1.9150
H -1.2609 -0.6050 2.0100
```

Properties
SMILES string: O=C1[C@@H]2CO[C@H]1C2
Kohn-Sham gap, Ha: 0.359
Max |F|, Eh/bohr: 0.1394
Energy relative to the best compared isomer or geometry (same formula, charge and spin), kJ/mol: 348.4
LUMO energy, eV: 0.44
Net charge: 0
Electronic energy, eV: -9373.4852

Here are the natural (NBO) charges for atoms 1 to 8, given in e: -0.504 0.559 -0.361 -0.076 -0.504 -0.002 -0.431 0.245

# 7
Entry from the OMol25 dataset: a structure of composition C28H43FeN3O3PSb at a distorted geometry (ωB97M-V with the def2-TZVPD basis set).

```
80
Properties=species:S:1:pos:R:3
Fe 0.1708 -1.3262 0.4876
N -0.1128 -1.4798 -1.6837
C -0.1813 -2.9173 -2.0377
C -1.1065 -3.5779 -1.0456
N -0.5617 -3.3893 0.3126
C -1.4851 -3.8411 1.3750
C -1.2946 -2.9500 2.5802
N -1.4310 -1.5573 2.0922
H -0.9477 -1.0260 -2.0478
H 0.6595 -1.0268 -2.1688
H 0.8145 -3.3563 -1.9624
H -0.5432 -3.0755 -3.0541
H -1.2528 -4.6327 -1.2888
H -2.0805 -3.0844 -1.0811
H 0.3032 -3.9181 0.3920
H -1.3338 -4.8892 1.6336
H -2.5086 -3.7331 1.0114
H -0.2993 -3.0798 3.0111
H -2.0284 -3.1898 3.3512
H -1.3584 -0.9207 2.8861
H -2.3756 -1.4483 1.7303
C -1.8988 4.2394 -0.7515
C -3.1041 3.4071 -0.4089
C -4.3792 3.9681 -0.5132
C -5.5177 3.2711 -0.1430
C -5.4232 1.9734 0.3385
C -4.1752 1.3809 0.4370
C -3.0401 2.0939 0.0586
Sb -1.1590 1.0255 0.1477
C -0.3321 1.8216 1.9675
C -0.8838 2.9549 2.5435
C -0.3500 3.4485 3.7291
C 0.7068 2.7887 4.3392
C 1.2382 1.6406 3.7694
C 0.7157 1.1340 2.5836
C 1.2963 -0.0947 1.9717
C -0.3149 1.6263 -1.7468
C -1.1841 1.3622 -2.8079
C -0.7816 1.6085 -4.1103
C 0.4975 2.1029 -4.3397
C 1.3486 2.3642 -3.2775
C 0.9651 2.1356 -1.9530
C 1.9066 2.4708 -0.8293
H -2.0505 5.2760 -0.4544
H -1.7354 4.2441 -1.8322
H -0.9931 3.8759 -0.2652
H -4.4585 4.9898 -0.8635
H -6.4864 3.7470 -0.2177
H -6.3102 1.4160 0.6063
H -4.1036 0.3595 0.7926
H -1.7225 3.4612 2.0807
H -0.7705 4.3403 4.1737
H 1.1149 3.1640 5.2681
H 2.0622 1.1281 4.2530
H 2.3071 -0.2924 2.3128
H 1.3097 0.0034 0.8564
H 0.7017 -1.0185 2.1621
H -2.1937 1.0051 -2.6146
H -1.4638 1.4303 -4.9309
H 0.8191 2.3058 -5.3528
H 2.3304 2.7800 -3.4719
H 2.5081 3.3427 -1.0817
H 2.5988 1.6470 -0.6382
H 1.3698 2.6906 0.0949
C 3.3834 -2.6724 -2.6147
O 3.1877 -3.0862 -1.2422
P 2.4173 -2.2081 -0.1515
O 2.9163 -2.9054 1.1919
C 3.2124 -4.3169 1.3818
O 3.1595 -0.7957 -0.1735
C 4.6060 -0.6560 -0.0757
H 4.2900 -3.1613 -2.9590
H 3.5046 -1.5914 -2.6907
H 2.5498 -2.9974 -3.2378
H 4.0342 -4.3758 2.0891
H 3.5090 -4.7901 0.4499
H 2.3423 -4.8183 1.8058
H 5.0274 -0.5358 -1.0710
H 5.0520 -1.5237 0.4061
H 4.7966 0.2345 0.5163
```

Properties
Kohn-Sham gap (spin up / spin down), Ha: 0.212 / 0.205
Max |F|, Eh/bohr: 0.0642
LUMO energy (spin up / spin down), eV: -10.74 / -10.92
Net charge: +3
Electronic energy, eV: -90533.4226
Multiplicity: 2

Here are the Mulliken charges for atoms 1 to 8, given in e: 1.510 -0.335 -0.706 -0.867 -0.339 -0.772 -0.689 -0.485

# 8
Entry from the OMol25 dataset: a cluster of 2 separate species, C4H7NO in total at a distorted geometry (ωB97M-V with the def2-TZVPD basis set).

```
13
Properties=species:S:1:pos:R:3
C 1.9577 1.1899 -0.1027
C -0.3893 -1.6837 -0.0056
C 1.5888 -0.0494 0.2010
C 0.2748 -0.5634 0.0483
N -2.2084 0.4123 -0.0283
O -0.9517 0.9097 -0.1048
H 2.9723 1.5280 0.0308
H 1.2367 1.8934 -0.4823
H -1.4654 -1.6240 -0.1044
H 0.0759 -2.6511 0.0240
H 2.2994 -0.7691 0.6076
H -2.6726 0.7802 0.7983
H -2.7181 0.6271 -0.8820
```

Properties
Kohn-Sham gap, Ha: 0.345
Max |F|, Eh/bohr: 0.0735
Energy relative to the best compared isomer or geometry (same formula, charge and spin), kJ/mol: 511.2
LUMO energy, eV: 0.81
Net charge: 0
Electronic energy, eV: -7794.3462

Here are the natural (NBO) charges for atoms 1 to 8, given in e: -0.313 -0.480 -0.315 0.295 -0.521 -0.465 0.199 0.218

# 9
Entry from the OMol25 dataset: a structure of composition C10H14BaClF3N2O4S at a distorted geometry (ωB97M-V with the def2-TZVPD basis set).

```
36
Properties=species:S:1:pos:R:3
N 2.2040 -1.0930 1.5116
C 1.3581 -0.1412 0.7457
S 2.1152 1.5090 1.1374
C 1.7473 -0.5314 -0.7929
C 2.7964 0.3746 -1.5820
O 3.1235 -0.2985 -2.8233
O 2.3994 0.3303 -3.8216
N 0.5419 -1.0580 -1.5007
C -0.4525 -1.2429 -0.4198
O -1.2708 -2.1401 -0.6475
C -0.2543 -0.2994 0.8485
C -1.0996 1.0858 0.7341
C -1.3588 1.5734 -0.7598
C -2.8395 1.2511 -1.2797
F -2.9889 -0.0424 -1.7605
F -3.0324 2.0936 -2.3942
F -3.8251 1.6119 -0.3605
C -0.7158 -0.8307 2.2864
C -2.0112 -1.7852 2.2605
O -1.9346 -2.9120 2.9398
Cl -3.5646 -1.4986 1.3388
H 3.1871 -0.8932 1.2730
H 2.1002 -0.8799 2.5125
H 1.7726 2.3760 0.0917
H 2.3509 -1.4963 -0.6472
H 3.7616 0.3664 -0.9670
H 2.4730 1.4417 -1.7637
H 1.7442 -0.3452 -4.1135
H 0.2081 -0.5337 -2.3162
H -2.1122 0.8998 1.2382
H -0.6206 1.9346 1.3073
H -1.3165 2.7174 -0.7362
H -0.5853 1.2555 -1.5164
H 0.0830 -1.3619 2.8862
H -0.9962 0.1240 2.9033
Ba -2.9875 -1.5618 4.1876
```

Properties
Kohn-Sham gap, Ha: 0.135
Max |F|, Eh/bohr: 0.2344
Energy relative to the best compared isomer or geometry (same formula, charge and spin), kJ/mol: 264.0
LUMO energy, eV: -11.05
Net charge: +2
Electronic energy, eV: -53946.4256

Here are the Mulliken charges for atoms 1 to 8, given in e: -0.760 0.389 -0.133 -0.289 -0.624 -0.175 -0.393 -0.237

# 10
Entry from the OMol25 dataset: a cluster of 2 separate species, C2H4N4S2 in total at a distorted geometry (ωB97M-V with the def2-TZVPD basis set).

```
12
Properties=species:S:1:pos:R:3
C 1.2330 1.5244 1.2374
C -1.3913 -0.2260 -1.0610
N 0.3098 2.2115 1.1958
N -1.1428 -1.2224 2.2667
N -1.0073 -0.8843 1.2039
N -0.6588 -0.5331 0.1122
S 2.7766 0.2227 -0.8659
S 2.5642 0.4344 1.2080
H -1.5561 -1.0727 -1.6572
H -2.4374 -0.0766 -0.7306
H -0.7888 0.6226 -1.6962
H 2.0989 -1.0004 -1.2131
```

Properties
Kohn-Sham gap, Ha: 0.327
Max |F|, Eh/bohr: 0.0645
Energy relative to the best compared isomer or geometry (same formula, charge and spin), kJ/mol: 314.1
LUMO energy, eV: -0.52
Net charge: 0
Electronic energy, eV: -29766.0739

Here are the natural (NBO) charges for atoms 1 to 8, given in e: 0.035 -0.428 -0.302 -0.108 0.264 -0.360 -0.110 0.212

# 11
Entry from the OMol25 dataset: the ion C5H11N with charge -1 at a distorted geometry (ωB97M-V with the def2-TZVPD basis set).

```
17
Properties=species:S:1:pos:R:3
C 0.2520 -0.4382 1.6908
C -0.8380 -0.6241 0.6244
C -0.2830 -0.4483 -0.8619
C 0.7815 0.6033 -0.8794
C 2.0083 0.5092 -1.6040
N -1.9557 0.3160 0.7558
H 0.1446 0.6570 1.8542
H 0.2089 -0.7838 2.7270
H 1.2994 -0.3867 1.3779
H -1.3086 -1.6315 0.5993
H -1.1870 -0.2842 -1.4726
H 0.1248 -1.3525 -1.3565
H 0.5323 1.6526 -0.6852
H 2.6681 1.3503 -1.4016
H 2.2875 -0.1302 -2.4557
H -1.8857 0.9934 0.0196
H -2.8494 -0.0023 1.0679
```

Properties
Kohn-Sham gap (spin up / spin down), Ha: 0.123 / 0.245
Max |F|, Eh/bohr: 0.0542
Energy relative to the best compared isomer or geometry (same formula, charge and spin), kJ/mol: 186.7
LUMO energy (spin up / spin down), eV: 4.39 / 4.24
Net charge: -1
Electronic energy, eV: -6849.8830
Multiplicity: 2

Here are the natural (NBO) charges for atoms 1 to 8, given in e: -0.678 -0.056 -0.435 -0.468 -0.754 -0.899 0.223 0.184

# 12
Entry from the OMol25 dataset: a structure of composition C9H12B4CaF16O9 at a distorted geometry (ωB97M-V with the def2-TZVPD basis set).

```
51
Properties=species:S:1:pos:R:3
Ca 0.3638 1.2213 -1.0703
B 0.7579 4.1557 -0.7886
F 1.1059 3.2838 -1.8541
F -0.0592 5.1721 -1.2755
F 0.0748 3.3196 0.1662
F 1.8993 4.6730 -0.1772
B 3.8929 1.0128 -1.0130
F 4.0479 -0.1833 -1.7346
F 2.4942 1.1520 -0.6610
F 4.5951 0.8574 0.2179
F 4.3323 2.1245 -1.6945
B 1.7189 1.2825 -4.4469
F 3.1021 1.1306 -4.5692
F 1.3250 2.5805 -4.7013
F 1.0855 0.3924 -5.3538
F 1.3501 0.8649 -3.0932
B -1.8923 1.1144 -2.8774
F -1.7809 2.2221 -1.9976
F -1.1854 -0.0051 -2.3627
F -3.2573 0.7463 -3.0418
F -1.3843 1.5460 -4.0926
C 2.3658 -4.0817 -0.4983
C 1.9030 -3.7978 0.9272
O 1.5143 -2.4482 0.8537
C 1.1090 -2.2205 -0.4429
O 0.5646 -1.2384 -0.7961
O 1.4334 -3.2783 -1.2230
H 2.1824 -5.1235 -0.7674
H 3.3950 -3.8123 -0.7266
H 2.6879 -4.0057 1.6539
H 1.0628 -4.4607 1.1596
C -4.8033 -0.2362 1.4188
C -4.8608 1.3056 1.3778
O -3.5450 1.6846 1.0541
C -2.8493 0.6004 0.6132
O -1.7657 0.6588 0.1552
O -3.5776 -0.5358 0.7734
H -5.6270 -0.6304 0.8213
H -4.8308 -0.6733 2.4157
H -5.1978 1.6964 2.3399
H -5.5557 1.6628 0.6169
C -0.6722 -1.4517 3.6360
C 0.7710 -1.3407 4.1741
O 1.4020 -0.4577 3.2780
C 0.4907 0.0815 2.4275
O 0.7427 0.8804 1.6029
O -0.7435 -0.4285 2.6622
H -1.4383 -1.3064 4.3959
H -0.8292 -2.4246 3.1663
H 1.2559 -2.3176 4.1553
H 0.8295 -0.9642 5.1967
```

Properties
Kohn-Sham gap, Ha: 0.292
Max |F|, Eh/bohr: 0.0401
Energy relative to the best compared isomer or geometry (same formula, charge and spin), kJ/mol: 0.0
LUMO energy, eV: 3.27
Net charge: -2
Electronic energy, eV: -92611.9232

Here are the natural (NBO) charges for atoms 1 to 8, given in e: 1.837 1.344 -0.574 -0.563 -0.604 -0.564 1.370 -0.576